Entry from OMol25: a cluster of 2 separate species, H6N2 in total (ωB97M-V with the def2-TZVPD basis set).

```
8
Properties=species:S:1:pos:R:3:forces:R:3
N -4.4073 0.1604 -0.6798 -0.02 -0.43 -0.23
H -4.7041 -0.5911 -0.0491 0.15 0.35 -0.34
H -3.4992 -0.1161 -1.0663 -0.46 0.11 0.18
H -5.0716 0.1742 -1.4602 0.34 -0.03 0.38
N 4.3475 0.2091 0.5615 0.12 -0.20 0.43
H 5.1005 -0.4793 0.4629 -0.37 0.34 0.08
H 3.5587 -0.2734 1.0037 0.41 0.23 -0.20
H 4.6755 0.9161 1.2273 -0.16 -0.37 -0.31
```
Positions in Å, forces in eV/Å.

Its energy is -113.099900 Ha. The total charge is 0. The LUMO energy comes out at 0.048 hartree. The value obtained for the relative energy (zero: lowest compared OMol25 entry of this formula, charge and spin) is 0.117 eV.

---

Entry from OMol25: the molecule C8H9NO (ωB97M-V with the def2-TZVPD basis set).

```
19
Properties=species:S:1:pos:R:3:forces:R:3
C 0.8155 -2.2929 1.1505 -0.12 1.05 1.23
C -0.2339 -1.3981 1.4602 1.04 0.53 -2.29
C 1.5491 -1.7653 0.1248 -1.13 0.33 -1.47
C -0.1926 -0.4176 0.4980 0.02 0.18 -0.77
C 0.0299 1.3598 -1.1088 -0.51 2.68 0.72
C 1.1134 0.3639 -1.3619 -0.20 -0.85 1.70
C -1.9768 1.5457 0.5598 -0.02 -0.09 1.41
C -0.8472 0.7913 0.0495 -1.90 0.24 -2.40
N 0.8314 -0.6882 -0.3871 0.48 -1.08 1.22
O -2.4838 0.6387 -0.3915 2.25 0.90 -0.04
H 1.0322 -3.0492 1.8604 0.55 -0.98 -0.11
H -1.0319 -1.5617 2.0782 -1.55 -0.24 1.83
H 2.3628 -2.1678 -0.4270 0.60 -0.17 -0.13
H 0.5128 2.3237 -0.6324 -0.99 -1.54 -1.23
H -0.5183 1.6258 -2.0748 0.43 -0.24 1.70
H 1.2776 0.1103 -2.3567 -0.74 -1.35 -1.91
H 2.0741 0.6684 -1.1296 1.94 1.46 0.85
H -2.2952 1.2512 1.5438 -0.07 -0.08 0.73
H -2.0191 2.6621 0.5445 -0.07 -0.76 -1.02
```
Positions in Å, forces in eV/Å.

Its energy is -440.131287 Ha. The total charge is 0. The LUMO energy comes out at 0.031 hartree. The value obtained for the relative energy (zero: lowest compared OMol25 entry of this formula, charge and spin) is 3.267 eV.

---

Entry from OMol25: a structure of composition C8H10O5Sn (ωB97M-V with the def2-TZVPD basis set).

```
24
Properties=species:S:1:pos:R:3:forces:R:3
O 0.3048 -3.6572 -1.6463 0.31 3.16 -0.21
C 0.4044 -2.5255 -1.7184 -0.33 -4.89 0.14
Sn 0.2937 -0.0875 -1.6108 -0.01 0.38 0.86
O -2.8652 -0.0606 -3.4476 2.94 0.04 1.66
C -1.8848 -0.0659 -2.8650 -4.36 -0.16 -2.30
C 2.5498 -0.0062 -2.8512 5.29 -0.02 -3.25
O 3.4943 0.0082 -3.5111 -3.68 -0.02 2.50
C 0.2980 2.4972 -1.5043 -0.06 2.03 0.05
O 0.2395 3.6019 -1.6726 0.04 -0.54 0.06
C -2.1673 0.0502 1.9727 0.18 0.29 -0.32
C -1.2547 0.6079 0.8794 -0.27 -0.34 0.59
O -0.3998 -0.5319 0.4821 0.40 0.46 -0.52
C 0.7701 -0.8715 1.3056 0.46 0.21 -0.13
C 1.8295 0.2555 1.3128 -0.30 -0.07 0.47
H -2.7131 -0.8298 1.5671 0.25 0.67 0.34
H -2.8740 0.8475 2.2637 0.28 -0.57 0.22
H -1.5268 -0.2864 2.8151 -0.71 0.40 -0.28
H -1.8292 0.8566 -0.0353 0.16 -0.06 0.36
H -0.6446 1.5042 1.1626 -0.45 -0.88 -0.08
H 0.4095 -1.1676 2.3247 0.50 0.27 -0.98
H 1.1979 -1.7378 0.7604 -0.32 0.14 0.71
H 1.4146 1.1931 1.7280 0.38 -0.48 -0.06
H 2.6517 -0.0964 1.9606 -0.27 0.35 -0.23
H 2.3018 0.5022 0.3278 -0.44 -0.39 0.42
```
Positions in Å, forces in eV/Å.

Its energy is -900.589667 Ha. The total charge is +2. The LUMO energy comes out at -0.331 hartree. The value obtained for the relative energy (zero: lowest compared OMol25 entry of this formula, charge and spin) is 0.000 eV.

---

Entry from OMol25: the molecule C8H14Si (ωB97M-V with the def2-TZVPD basis set).

```
23
Properties=species:S:1:pos:R:3:forces:R:3
C -1.1737 0.0060 -0.0858 -0.82 -0.29 0.05
C -0.4437 0.4527 -1.3180 -0.26 -1.57 1.17
C 0.0439 -0.2724 -2.2651 -0.40 -0.83 -2.83
C 0.5320 -0.8400 -3.3678 0.82 -0.36 2.91
C -1.3410 -1.4480 0.5387 1.59 -0.75 -1.73
C -0.1246 1.8940 -1.2295 1.25 -1.64 0.61
C -0.3847 0.5750 2.9013 1.80 -1.50 1.39
C 1.8119 -0.6624 0.9732 0.66 1.39 -0.37
Si -0.0514 -0.4019 1.3472 0.38 1.61 0.49
H -2.1816 0.5134 0.0118 1.48 -0.13 0.10
H 1.4878 -1.3079 -3.0613 -0.20 0.03 -1.16
H 0.0691 -1.0744 -4.3165 -0.15 0.30 0.16
H -0.9673 -2.3507 -0.0949 -1.14 1.50 1.18
H -2.3313 -1.4385 0.9749 0.08 -0.81 0.06
H -0.8485 2.1675 -0.5427 -1.15 1.84 1.23
H -0.2848 2.2181 -2.1946 0.11 1.76 -1.83
H 0.8865 1.9918 -0.8187 -0.21 0.50 -0.25
H -0.6518 -0.1550 3.6589 -0.77 -0.29 0.21
H 0.4989 0.9634 3.4541 -0.17 0.22 -1.01
H -1.1262 1.3121 2.8455 -1.09 1.01 -0.19
H 1.6885 -1.6409 0.4918 1.04 0.26 -0.41
H 2.2900 0.1890 0.3130 -1.37 -1.88 0.63
H 2.6018 -0.6910 1.7844 -1.48 -0.39 -0.40
```
Positions in Å, forces in eV/Å.

Its energy is -602.571937 Ha. The total charge is 0. The LUMO energy comes out at 0.030 hartree. The value obtained for the relative energy (zero: lowest compared OMol25 entry of this formula, charge and spin) is 3.492 eV.

---

Entry from OMol25: a structure of composition C32H66O28Tl (ωB97M-V with the def2-TZVPD basis set).

```
127
Properties=species:S:1:pos:R:3:forces:R:3
Tl 32.5008 -0.4218 24.6519 -0.27 -0.74 -0.38
C 29.4637 -3.5616 26.9163 -2.44 -1.70 -1.13
C 28.3294 -4.4171 26.5369 0.06 0.16 -0.49
C 26.9658 -3.7024 26.0944 0.72 -0.17 1.01
O 26.0384 -4.4013 25.7444 0.21 0.05 -0.09
C 26.9005 -2.2594 26.2710 -0.05 -2.33 -0.49
C 28.0280 -1.4949 26.5492 -1.46 2.78 1.22
C 29.3092 -2.1824 26.8574 3.92 1.83 -0.57
O 30.4200 -1.5857 26.9337 -1.78 0.56 0.09
O 27.8161 -0.2664 26.6980 1.63 -1.18 -0.22
O 28.4600 -5.6173 26.4640 -0.40 -0.08 0.11
H 30.4423 -4.0066 27.0259 0.08 0.06 0.24
H 25.9499 -1.7499 26.2085 -0.05 -0.03 -0.15
C 29.1323 -3.9314 23.1315 0.99 2.31 0.88
C 30.2276 -3.0328 23.2703 0.13 -0.61 -0.42
C 31.6544 -3.6037 22.9339 -1.30 -0.01 0.31
O 32.5918 -2.8002 22.9367 0.16 -0.14 0.14
C 31.7254 -4.9804 22.5976 0.81 1.90 0.53
C 30.6563 -5.8329 22.5491 1.23 -1.68 -1.24
C 29.2595 -5.2915 22.8040 -1.48 -1.28 -0.22
O 28.2412 -5.9780 22.6781 0.95 -0.16 -0.14
O 30.9171 -7.0219 22.1409 -1.29 0.18 0.41
O 30.1119 -1.8207 23.5458 0.37 -0.16 0.19
H 28.1660 -3.4526 23.2356 -0.26 -0.40 0.03
H 32.7077 -5.3536 22.3357 0.01 -0.14 -0.08
C 27.9686 -0.4784 21.3062 -0.35 -0.25 -0.06
O 28.0938 -0.0662 22.6496 0.01 -0.17 -0.33
H 27.7123 -1.5403 21.2052 0.14 -0.16 0.17
H 27.1280 0.0410 20.8452 0.17 0.30 -0.01
H 28.8860 -0.3147 20.7329 0.01 0.17 -0.07
H 28.8687 -0.5559 22.9771 -0.07 0.06 0.38
C 33.6552 -9.4486 22.8495 0.41 -0.90 -2.29
O 33.4774 -8.0769 23.1176 0.74 0.13 0.02
H 33.4195 -9.6935 21.8103 0.34 0.24 -0.24
H 34.6676 -9.7907 23.0587 0.10 0.35 0.11
H 32.9486 -10.0554 23.4247 1.46 -0.77 -1.65
H 32.7683 -7.7023 22.5758 -0.53 0.00 -0.13
C 31.3757 -8.8154 19.0611 -0.58 0.66 -1.23
C 29.8569 -8.8334 18.9489 0.44 -0.76 -0.17
O 29.2531 -8.8260 20.2246 -0.11 -0.08 -0.23
O 31.7664 -7.5075 19.4592 0.54 -0.75 0.54
H 31.8223 -8.9830 18.0758 -0.09 0.07 -0.07
H 31.7192 -9.6543 19.6741 0.05 0.30 0.49
H 29.5894 -9.7522 18.4149 -0.29 -0.18 0.39
H 29.5044 -8.0313 18.2934 0.15 0.34 0.21
H 29.6133 -8.0984 20.7565 -0.16 0.04 0.08
H 31.5524 -7.4611 20.4033 0.04 0.58 0.21
C 33.5579 -2.2852 27.9718 -0.02 -0.08 0.36
C 34.1664 -3.1077 26.8407 -0.06 0.50 0.78
O 33.3192 -3.0362 25.7150 0.25 -0.34 -0.02
O 33.4112 -0.9230 27.5651 0.48 -0.08 -0.16
H 34.1942 -2.3672 28.8601 0.35 0.12 -0.12
H 32.5838 -2.6373 28.3215 -0.10 -0.37 -0.52
H 34.3606 -4.1258 27.1877 -0.61 -0.16 0.07
H 35.1776 -2.7406 26.6284 -0.07 0.44 -0.21
H 33.5268 -3.8135 25.1687 -0.22 0.01 -0.20
H 32.9958 -0.4375 28.2823 -0.14 -0.02 -0.05
C 34.5555 -3.1894 20.1153 1.40 0.78 -1.24
C 35.5218 -3.7837 21.1289 -2.27 -0.34 0.44
O 35.2243 -3.2062 22.3997 0.88 -0.26 -0.35
O 34.9206 -1.8222 19.8254 0.04 0.50 0.58
H 33.5390 -3.2010 20.5127 -0.04 -0.41 -0.14
H 34.6911 -3.6498 19.1321 -0.57 -0.84 0.32
H 36.5743 -3.7681 20.8622 -0.01 0.35 0.10
H 35.1441 -4.8135 21.1786 0.69 -0.40 -0.17
H 34.3164 -3.5156 22.5722 0.03 0.68 0.47
H 34.4586 -1.5508 19.0282 -0.03 -0.03 -0.02
C 31.5476 1.1461 21.2805 0.01 0.76 -0.73
C 32.3144 -0.0813 20.8741 0.30 -0.52 0.80
O 33.3997 -0.3641 21.7480 -0.15 0.53 -0.12
O 30.8710 0.9971 22.5182 0.35 -0.13 -0.20
H 30.8576 1.3415 20.4495 -0.41 -0.22 0.13
H 32.1519 2.0599 21.2881 0.50 -0.23 0.21
H 32.7022 0.0360 19.8589 -0.23 0.20 -0.14
H 31.6193 -0.9283 20.9029 -0.12 -0.05 -0.16
H 33.9553 -1.0187 21.2864 0.13 0.17 0.32
H 30.3750 1.8087 22.6618 -0.20 -0.15 0.16
C 23.8359 -7.0642 22.5022 0.13 -0.33 1.03
C 23.8953 -8.5786 22.7975 -1.18 0.27 -0.99
O 24.1027 -8.8792 24.1634 -0.15 0.21 0.00
O 24.8948 -6.4212 23.1852 -0.07 -0.15 -0.93
H 22.8892 -6.6282 22.8458 -0.14 -0.35 0.41
H 23.7812 -6.8563 21.4286 0.58 -0.36 -0.15
H 24.5748 -9.1572 22.1659 0.51 0.49 0.02
H 22.9004 -8.9260 22.4827 -0.11 -0.16 0.08
H 23.6084 -9.6866 24.3199 0.11 -0.03 0.23
H 25.2002 -5.7312 22.5878 0.27 0.26 0.40
C 25.0989 -2.1889 23.0061 0.90 -0.61 0.47
C 24.6738 -1.8768 21.5830 0.42 0.66 0.73
O 23.2975 -2.1030 21.4002 -0.42 -0.41 -0.54
O 25.0898 -3.6056 23.2203 -0.07 0.59 -0.42
H 24.4765 -1.6647 23.7423 -0.56 -0.13 -0.14
H 26.0912 -1.8024 23.2615 0.21 0.17 -0.59
H 25.2555 -2.4711 20.8781 -0.27 -0.25 0.00
H 24.9056 -0.8298 21.3536 0.10 0.07 0.12
H 22.8143 -1.6330 22.0847 0.07 -0.01 0.07
H 25.7633 -3.8434 23.8762 -0.52 -0.04 -0.01
C 29.4394 -3.7812 19.0501 -0.85 -0.37 -0.61
C 28.0760 -4.2603 19.4956 0.19 -1.43 1.29
O 26.9715 -3.8003 18.7600 0.20 0.84 -0.74
O 29.6955 -4.0920 17.6812 -0.14 0.72 -0.04
H 30.1710 -4.3913 19.5800 0.06 0.52 0.48
H 29.4696 -2.7052 19.2512 0.64 0.02 -0.03
H 27.9812 -3.9911 20.5557 -0.03 0.11 0.03
H 28.1095 -5.3562 19.4880 -0.10 -0.05 -0.12
H 26.1719 -4.2322 19.0661 0.08 -0.11 0.12
H 29.1777 -3.4456 17.1891 -0.02 -0.26 -0.27
C 31.5113 -8.9090 26.0755 -1.08 0.12 -1.03
C 31.7320 -9.6589 24.7597 0.24 0.66 1.12
O 30.6667 -9.5423 23.8247 0.39 -0.43 0.61
O 31.5018 -7.4901 25.8581 0.34 -0.41 0.30
H 32.2670 -9.1612 26.8199 0.15 0.03 -0.10
H 30.5278 -9.1842 26.4632 0.05 -0.21 0.24
H 32.0166 -10.6899 25.0034 -0.69 -0.44 0.04
H 32.6291 -9.3157 24.2374 -1.72 1.21 3.03
H 31.0411 -9.1246 23.0378 -0.57 0.29 0.07
H 30.5857 -7.2430 25.7051 -0.05 0.25 -0.07
C 35.2493 -6.1710 25.3554 -0.75 0.44 0.11
C 35.0284 -7.2770 26.3666 0.07 -0.95 0.16
O 34.0095 -7.0466 27.3323 0.27 0.31 -0.66
O 34.0261 -5.7764 24.7595 -0.11 0.93 0.24
H 35.9659 -6.4450 24.5779 0.23 -0.15 0.20
H 35.5814 -5.2677 25.8735 0.34 -0.15 -0.09
H 35.9557 -7.4982 26.8980 0.09 0.12 0.04
H 34.7340 -8.1958 25.8500 0.27 -0.09 -0.36
H 33.2096 -7.1624 26.7936 -0.45 0.52 0.42
H 33.7286 -6.3820 24.0786 0.08 -0.60 0.01
```
Positions in Å, forces in eV/Å.

Its energy is -3537.801695 Ha. The total charge is -1. The LUMO energy comes out at -0.073 hartree. The value obtained for the relative energy (zero: lowest compared OMol25 entry of this formula, charge and spin) is 2.171 eV.

---

Entry from OMol25: a structure of composition C3H10BeCl3N2O2 (ωB97M-V with the def2-TZVPD basis set).

```
21
Properties=species:S:1:pos:R:3:forces:R:3
C -1.3426 -1.8565 -2.2502 -0.63 -1.33 -0.24
Be -0.5508 -0.7046 -1.3784 0.39 0.56 0.22
N 1.3169 1.1677 1.7805 0.32 0.16 0.48
N -1.3304 0.7937 -1.3786 -0.47 0.96 -0.45
H 1.9028 1.9943 1.9540 -0.17 -0.23 -0.18
H 0.6718 1.3633 1.0035 -0.25 0.13 0.00
H -1.1840 -2.8492 -1.8269 0.05 -0.29 -0.08
H -0.9894 -1.9019 -3.2818 -0.07 -0.01 -0.15
H -2.4325 -1.7194 -2.2588 0.01 0.07 -0.13
H -0.5608 1.4653 -1.3873 -0.17 0.25 0.29
H -1.8247 0.8843 -0.4870 0.15 0.28 0.08
H -1.9885 1.0732 -2.1172 0.30 -0.35 0.32
H 0.7729 0.9835 2.6331 -0.06 -0.02 -0.26
H 1.9011 0.2900 1.4330 0.27 -0.26 -0.31
Cl 4.1437 -1.0100 -1.7746 0.58 -0.26 -0.29
C 2.4160 -1.3498 -1.7655 -0.97 1.87 4.18
Cl 1.5781 -0.4124 -3.0469 -0.45 0.42 -1.60
Cl 2.1151 -3.0803 -2.0119 -0.06 -1.38 -0.86
C 1.8257 -0.9081 -0.4091 0.33 -1.17 -3.46
O 2.5546 -0.7664 0.5836 1.50 0.59 2.51
O 0.5630 -0.5322 -0.3690 -0.59 0.02 -0.06
```
Positions in Å, forces in eV/Å.

Its energy is -1775.632390 Ha. The total charge is -1. The LUMO energy (alpha / beta) comes out at 0.104 / 0.109 hartree.

---

Entry from OMol25: the ion C8H12N3O3 with charge +1 (ωB97M-V with the def2-TZVPD basis set).

```
26
Properties=species:S:1:pos:R:3:forces:R:3
C 1.9159 1.1568 0.7625 0.12 -0.75 -0.72
C 0.8659 1.3130 1.5425 0.84 1.30 0.56
C -0.4455 -0.4482 0.6027 -0.30 -0.04 -0.21
C -2.2520 -1.0461 -0.9662 -0.88 0.67 1.50
C 2.0075 0.0176 -0.2189 -3.52 2.53 -0.81
C 0.6933 -0.8147 -0.3070 1.99 -1.34 3.00
C 2.0740 0.7425 -1.5883 5.90 -3.09 -1.20
C -1.7824 -1.1283 0.4672 0.47 -1.79 0.97
N -0.2773 0.5288 1.4318 -1.12 -0.10 -0.75
N 1.1460 -2.3616 -0.0205 -1.62 0.89 -0.49
N -2.8361 -0.7143 1.3818 -0.88 0.55 -0.57
O 0.2713 -3.1905 -0.0596 -0.33 -0.12 0.17
O -1.6060 -1.1589 -1.9278 1.68 -0.46 -2.34
O 2.3021 -2.5526 0.0575 1.64 -0.56 0.36
H 2.7530 1.8304 0.5973 -0.21 0.17 1.02
H 0.7072 2.0717 2.2851 0.36 0.42 0.01
H -3.2865 -0.8189 -0.9967 -1.75 0.15 -0.28
H 2.7898 -0.5764 0.1457 1.37 -1.01 -0.41
H 0.3640 -0.9941 -1.2819 -0.82 0.20 -1.56
H 1.3101 1.3931 -1.7155 -2.57 1.90 -0.36
H 2.0933 -0.0692 -2.4519 0.00 1.85 1.60
H 3.0903 1.3646 -1.6431 -2.16 -1.37 -0.11
H -1.5079 -2.2394 0.5132 -0.29 1.09 0.20
H -1.1072 1.0223 1.7879 -0.09 -1.10 0.33
H -3.0217 -1.2710 2.1989 0.99 -0.43 0.39
H -3.7916 -0.7459 0.9705 1.17 0.43 -0.30
```
Positions in Å, forces in eV/Å.

Its energy is -701.599154 Ha. The total charge is +1. The LUMO energy (alpha / beta) comes out at -0.190 / -0.190 hartree. The value obtained for the relative energy (zero: lowest compared OMol25 entry of this formula, charge and spin) is 4.883 eV.

---

Entry from OMol25: the molecule C6H11ClS (ωB97M-V with the def2-TZVPD basis set).

```
19
Properties=species:S:1:pos:R:3:forces:R:3
C 1.5594 0.4103 1.0651 -0.53 1.22 0.57
C 1.2181 0.7713 -0.3488 1.79 0.29 -2.01
C 0.2622 1.9083 -0.5753 -0.56 1.14 -0.44
C -0.6428 -1.3389 -0.3729 -0.06 0.47 0.09
C -0.3833 -2.5005 0.2155 -0.50 0.54 0.22
C -1.9928 -0.5894 -0.3808 0.46 -0.53 -1.35
H 2.3743 -0.3206 1.0245 -0.32 0.15 0.64
H 1.7717 1.3353 1.6764 0.42 -0.88 -0.77
H 0.6366 0.0759 1.5203 0.01 -0.82 0.40
H 2.2221 1.0285 -0.8520 -1.45 -0.31 0.40
H 0.0904 2.1683 -1.6526 0.34 -0.53 0.83
H -0.7232 1.7243 -0.1365 0.26 0.03 0.00
H 0.6492 2.8239 -0.1153 -0.02 -0.05 0.10
H -1.1267 -2.9941 0.7942 -0.63 -0.47 0.35
H 0.5991 -2.9294 0.2065 0.25 -0.11 -0.17
H -1.9926 0.0945 -1.2649 0.01 -0.32 0.99
H -2.8005 -1.3023 -0.5613 0.06 0.05 0.29
S 0.6928 -0.6949 -1.3377 0.35 0.35 -0.10
Cl -2.4141 0.3296 1.0957 0.13 -0.24 -0.05
```
Positions in Å, forces in eV/Å.

Its energy is -1093.558909 Ha. The total charge is 0. The LUMO energy comes out at 0.025 hartree. The value obtained for the relative energy (zero: lowest compared OMol25 entry of this formula, charge and spin) is 0.457 eV.

---

Entry from OMol25: the molecule C3H6IN3 (ωB97M-V with the def2-TZVPD basis set).

```
13
Properties=species:S:1:pos:R:3:forces:R:3
C -0.9549 0.2945 0.8290 4.15 0.45 -1.61
C -0.6968 1.3946 1.5523 -0.62 -1.58 -1.12
C -0.2613 -0.8293 -1.4343 -2.44 0.44 2.44
N 2.2602 -0.7785 -0.4747 0.10 -1.08 -1.71
N 1.4166 -0.4128 0.3486 0.05 0.19 1.55
N 0.1305 -0.4665 -0.0399 -1.67 1.88 1.16
I -2.2287 2.5002 2.4215 0.29 -0.17 -0.03
H -1.9062 0.0406 0.5035 -1.60 -0.96 -0.13
H 0.2952 1.7645 1.5442 0.73 0.46 0.57
H -1.3078 -0.3824 -1.5352 1.12 -1.10 0.09
H 0.2834 -0.2668 -2.1413 1.20 -0.12 -0.89
H -0.2769 -1.9327 -1.4286 0.20 0.62 -0.98
H 3.2466 -0.9255 -0.1450 -1.51 0.95 0.66
```
Positions in Å, forces in eV/Å.

Its energy is -579.743802 Ha. The total charge is 0. The LUMO energy comes out at 0.016 hartree. The value obtained for the relative energy (zero: lowest compared OMol25 entry of this formula, charge and spin) is 0.787 eV.